C7H22FO7 | ωB97M-V with the def2-TZVPD basis set

The geometry in XYZ format:
```
37
Properties=species:S:1:pos:R:3:forces:R:3
F -0.1480 -0.2596 0.1306 -0.2 -0.1 -0.2
C 2.1820 -2.5369 1.2715 0.1 0.5 0.4
O 0.8816 -2.6640 0.7615 0.0 -0.1 -0.1
H 2.6306 -1.5718 1.0015 0.1 -0.2 -0.1
H 2.1969 -2.5626 2.3738 -0.1 -0.1 -0.1
H 2.8143 -3.3502 0.9098 0.0 0.0 -0.1
H 0.5632 -1.7783 0.5084 -0.1 -0.1 0.1
C 1.3600 2.5319 -1.5856 -0.2 0.1 -0.6
C -0.0485 2.7849 -1.0856 0.3 -0.4 0.6
O -0.9122 1.7382 -1.5082 0.1 0.5 -0.2
O 1.4042 2.5599 -3.0208 0.1 0.0 0.2
H 1.6859 1.5536 -1.2198 0.1 0.1 0.1
H 2.0447 3.3129 -1.2528 0.0 -0.1 0.1
H -0.4151 3.7451 -1.4472 -0.2 -0.1 -0.2
H -0.0125 2.8183 0.0132 0.0 0.1 -0.1
H -0.6611 0.9633 -0.9689 -0.1 0.0 0.1
H 0.7616 1.9065 -3.3206 -0.1 -0.1 0.1
C -2.3373 -2.2874 -1.7868 0.3 -0.4 0.5
C -1.5930 -1.3028 -2.6551 -0.2 0.2 -0.5
O -0.2037 -1.3129 -2.4071 -0.2 0.1 0.1
O -2.6282 -1.7815 -0.4843 -0.2 0.1 -0.4
H -1.7107 -3.1856 -1.6745 0.0 0.1 -0.2
H -3.2716 -2.6093 -2.2537 -0.1 0.2 0.1
H -2.0106 -0.2966 -2.5076 0.0 -0.1 0.1
H -1.7302 -1.5319 -3.7164 0.0 -0.2 0.0
H -0.1310 -1.0101 -1.4875 0.6 0.1 0.1
H -1.8870 -1.2260 -0.1973 0.0 -0.1 0.0
C -0.5648 0.9107 3.1909 -1.0 0.9 -0.4
C 0.9334 0.8972 3.0704 0.1 -1.3 0.6
O 1.3574 1.1731 1.7665 0.3 0.5 0.0
O -1.1759 -0.2317 2.6365 -0.1 -0.2 0.2
H -0.9475 1.8274 2.6914 0.2 -0.2 0.0
H -0.9291 1.0208 4.2164 0.3 -0.4 0.1
H 1.2327 -0.1348 3.3498 0.1 0.2 0.0
H 1.4062 1.5451 3.8096 0.1 0.4 -0.3
H 0.7540 0.6913 1.1680 0.2 -0.1 -0.3
H -0.8907 -0.3464 1.7097 0.0 0.2 0.1
```
Positions in Å, forces in eV/Å.

Output
- Total charge: -1
- E_HOMO: -6.6230 eV
- Maximum force: 0.029 Eh/bohr
- E_tot: -24667.6030 eV

***

C7H22O4 | ωB97M-V with the def2-TZVPD basis set

The geometry in XYZ format:
```
33
Properties=species:S:1:pos:R:3:forces:R:3
C 2.2800 -3.0979 3.1153 0.0 0.4 0.3
C 2.1287 -2.5751 4.5224 0.6 0.4 1.5
C 2.2391 -1.0435 4.6088 -1.1 0.2 -0.5
O 0.8753 -2.9761 5.0608 -0.8 0.5 0.0
H 3.2572 -2.8889 2.6799 0.0 0.1 0.1
H 1.5108 -2.5275 2.5948 0.0 -0.5 -0.6
H 2.1344 -4.1781 3.1053 -0.3 0.1 -0.2
H 2.8746 -2.9580 5.2189 0.5 -0.3 -0.2
H 1.3414 -0.5727 4.2080 -0.2 -0.3 -0.8
H 3.0877 -0.6891 4.0237 0.1 0.1 0.3
H 2.1660 -0.5644 5.5851 0.8 -0.7 0.5
H 0.8891 -3.8770 5.3922 0.3 0.0 -0.1
C -6.1236 2.5294 -2.7284 0.4 -0.4 -0.5
C -4.7407 1.8775 -2.5385 -1.5 0.6 0.0
C -4.6644 1.0705 -1.2908 1.1 -0.8 0.2
O -4.4828 1.0389 -3.6391 -0.2 0.1 -0.8
H -6.2471 2.8247 -3.7703 0.2 0.4 0.0
H -6.2078 3.3824 -2.0550 -0.2 0.0 -0.1
H -6.9555 1.8435 -2.5683 0.2 -0.2 0.4
H -4.0189 2.6903 -2.4574 0.3 0.1 -0.3
H -3.7083 0.5594 -1.4031 0.4 0.0 0.6
H -5.3498 0.2231 -1.2796 -0.6 0.5 0.2
H -4.6154 1.6839 -0.3911 -0.4 -0.2 0.1
H -3.5971 0.6753 -3.5701 0.1 0.0 0.1
C 5.0724 2.3944 -1.9749 -1.4 0.0 -0.2
O 5.4061 1.1615 -2.5342 1.6 -1.3 -0.2
H 5.8370 3.1703 -1.9369 0.2 -0.2 -0.1
H 4.2409 2.6654 -2.6255 -0.3 1.2 0.6
H 4.7155 2.1701 -0.9697 0.0 0.3 0.0
H 6.0492 1.2987 -3.2336 0.0 -0.1 -0.1
O 1.3175 -1.6975 -3.3655 -0.2 0.0 -0.2
H 2.1936 -1.3659 -3.1688 0.3 0.1 0.0
H 1.0949 -2.2476 -2.6144 -0.1 -0.2 0.2
```
Positions in Å, forces in eV/Å.

Output
- Total charge: 0
- SMILES string: CC(C)O.CC(C)O.CO.O
- E_HOMO: -10.2078 eV
- Maximum force: 0.039 Eh/bohr
- E_tot: -15804.2788 eV

***

C7H23ClN7NiO4 | ωB97M-V with the def2-TZVPD basis set

The geometry in XYZ format:
```
43
Properties=species:S:1:pos:R:3:forces:R:3
Ni -0.5914 -1.7060 -1.3663 0.1 1.5 1.3
Cl 0.5338 -0.8988 0.4708 -0.9 -0.9 -1.6
C -1.4473 1.6824 -2.0657 -0.7 0.6 -1.2
C -2.1536 0.8257 -1.0375 2.4 0.9 0.8
C -3.4337 1.3586 -0.5313 -2.5 0.5 0.5
O -4.4092 1.4088 -1.5494 0.4 0.7 -0.5
C -5.7642 1.6187 -1.1345 -0.8 -1.6 -0.5
N -2.2971 -0.5894 -1.5275 -1.2 0.3 0.5
H -0.5542 1.2317 -2.5029 -0.1 -0.3 0.0
H -1.1487 2.6999 -1.8085 0.0 -0.2 0.9
H -2.1800 1.9224 -2.8429 0.2 -0.4 -0.4
H -1.5155 0.8084 -0.1501 0.0 -0.4 0.0
H -3.3188 2.3469 -0.0756 0.4 0.0 -0.1
H -3.8841 0.7388 0.2585 0.5 -0.3 0.3
H -6.1972 0.6133 -1.1503 -0.3 0.0 0.3
H -6.3451 2.1350 -1.8960 0.5 0.4 -0.1
H -5.9987 2.0387 -0.1569 0.8 0.3 0.1
H -3.0382 -0.8646 -0.8741 0.4 -1.0 0.3
H -2.9200 -0.4896 -2.3354 0.7 -0.3 -0.7
C 3.6122 -3.6560 -1.2890 2.3 -1.5 0.7
O 4.4022 -4.0271 -2.1460 -0.9 0.5 0.0
N 3.4475 -2.3805 -0.9084 -0.5 1.6 -0.8
N 3.0880 -4.5463 -0.3981 -0.7 -1.4 -0.1
H 3.9506 -1.7002 -1.4577 -0.3 0.1 0.1
H 2.6936 -2.1247 -0.2991 0.2 0.3 0.2
H 3.5634 -5.4340 -0.3809 -0.3 -0.1 -0.2
H 2.4324 -4.3721 0.3403 0.2 0.4 0.1
C 2.8929 3.1624 -0.7351 0.7 1.5 0.3
O 2.8372 4.2668 -1.2572 -1.0 -1.0 -0.1
N 4.0165 2.7287 -0.1340 0.4 -0.8 0.1
N 1.8843 2.2410 -0.5478 -1.2 0.4 -0.6
H 4.8452 3.2951 -0.1056 -0.1 -0.1 0.1
H 3.8793 1.8976 0.4058 0.9 0.1 0.4
H 0.9519 2.4894 -0.8284 0.2 0.0 -0.1
H 2.0624 1.2840 -0.3124 0.1 0.0 0.0
C 0.9008 -1.1437 4.5876 1.3 0.9 -0.1
O 1.3294 -0.8303 5.6777 -0.5 0.0 -0.3
N -0.0115 -0.4283 3.8434 -0.5 0.0 0.3
N 1.4410 -2.1536 3.8298 -0.3 0.1 0.2
H -0.3079 -0.8156 2.9681 -0.1 0.4 0.0
H -0.2172 0.5279 4.0697 -0.1 -0.2 0.2
H 0.8488 -2.4215 3.0672 0.5 -0.8 -0.1
H 2.1199 -2.7395 4.2856 -0.3 -0.4 -0.2
```
Positions in Å, forces in eV/Å.

Output
- Total charge: +1
- E_HOMO (alpha / beta): -12.1912 / -12.1910 eV
- 2S+1: 3
- Maximum force: 0.054 Eh/bohr
- <S²>: 2.0041
- E_tot: -79811.7004 eV

***

C7H23N2OSi2 | ωB97M-V with the def2-TZVPD basis set

The geometry in XYZ format:
```
35
Properties=species:S:1:pos:R:3:forces:R:3
C -0.9986 2.0197 1.8611 -0.8 1.4 -2.0
C -2.6685 1.6257 0.0051 -2.1 3.5 -2.0
C 3.1115 0.9646 -1.9609 -4.4 -1.4 -2.3
C -1.1119 -2.9536 -0.0806 -2.9 -1.7 -5.2
C -0.4117 -2.0019 -1.0108 5.1 0.2 3.1
C -1.4774 2.3321 0.4586 1.7 1.2 -0.3
C 0.0561 0.4428 -0.9490 0.7 3.0 -0.8
N -2.3764 -2.1999 -0.0719 -0.5 -0.1 1.9
N -0.2952 -0.7041 -0.2014 -4.4 0.4 -2.8
O 1.9954 -0.0194 0.5895 0.3 0.6 -0.2
Si 3.0344 -0.8592 1.5868 1.0 -0.4 -1.7
Si 1.7993 1.1678 -0.6179 0.1 -1.5 -0.2
H -0.0878 2.4968 1.9882 1.6 1.6 0.7
H -0.6987 1.0382 2.0529 -0.4 -2.1 0.2
H -1.7487 2.3757 2.5410 -0.2 0.0 0.8
H -2.9110 1.9109 -1.0841 0.8 -1.4 1.1
H -2.5618 0.6291 0.3159 -0.7 -1.6 -0.1
H -3.6423 2.0848 0.3977 1.2 -0.7 0.4
H 2.7567 0.9911 -3.0690 -0.2 0.0 1.8
H 3.7317 1.7362 -1.9722 2.9 3.5 0.5
H 3.6682 0.0926 -1.9802 1.1 -2.0 0.5
H -1.3248 -4.0497 -0.5291 1.2 2.4 1.0
H -0.7366 -2.9646 0.8566 1.3 -0.4 3.0
H -0.9985 -1.8823 -1.8141 -1.9 1.0 -3.0
H 0.6552 -2.0538 -1.3082 -0.6 -1.2 -0.1
H -1.1129 3.3202 -0.0675 -0.8 -2.1 1.2
H -0.7453 1.0039 -1.3949 -0.2 -0.5 -0.6
H -2.9688 -2.5681 0.6395 -0.8 -0.1 0.4
H -2.9022 -2.1216 -0.9206 0.0 -0.5 -0.6
H 0.3903 -0.6693 0.4685 2.3 -1.1 2.7
H -1.2765 -0.5977 0.1527 0.6 -0.3 0.3
H 2.2081 -1.3813 2.6900 0.1 -0.1 0.0
H 3.9756 0.2324 1.9005 0.3 -0.5 0.5
H 3.7298 -2.0429 0.7108 -0.9 1.4 1.2
H 1.9432 2.6048 -0.1830 -0.5 -0.7 0.1
```
Positions in Å, forces in eV/Å.

Output
- Total charge: +1
- E_HOMO (alpha / beta): -10.9927 / -12.2702 eV
- Maximum force: 0.120 Eh/bohr
- E_tot: -28404.9654 eV

***

C7H23NO3 | ωB97M-V with the def2-TZVPD basis set

The geometry in XYZ format:
```
34
Properties=species:S:1:pos:R:3:forces:R:3
C -2.4154 -1.8186 0.9328 -0.9 1.1 -0.2
C -1.6921 -1.5636 2.2624 -0.4 -1.4 -0.9
C -0.3098 -0.8840 2.0063 1.5 -1.1 -0.1
N 0.0378 -0.4575 0.6097 -0.8 1.1 0.8
C 0.9128 0.7815 0.5856 -0.9 -1.7 -0.9
C 0.3372 2.1385 0.1263 -1.3 -0.1 -0.3
C 0.5494 2.4225 -1.3789 3.0 -0.8 0.5
C -1.1804 2.2838 0.4146 1.2 -0.4 0.2
H -3.3673 -2.3406 1.0354 0.2 -0.4 0.4
H -1.7976 -2.3691 0.2284 0.0 0.1 -0.1
H -2.7567 -0.8749 0.4795 0.5 -0.3 -0.1
H -2.4019 -1.0889 2.9608 0.7 0.3 -0.2
H -1.6256 -2.6230 2.5987 0.8 0.8 0.5
H -0.0393 -0.0926 2.6900 -0.6 0.5 0.5
H 0.5267 -1.6029 2.1972 -0.9 0.0 0.4
H -0.8212 -0.2114 0.1508 -0.3 -0.1 -0.3
H 1.6327 0.4737 -0.1830 0.7 0.5 0.8
H 1.2781 0.8999 1.6032 0.6 -0.1 -0.2
H 0.8924 2.7934 0.7957 0.0 0.7 -0.6
H 1.0381 3.3796 -1.5586 -0.8 0.5 0.0
H -0.2460 2.1947 -2.0656 -0.7 0.2 0.0
H 1.4036 1.7871 -1.7107 -0.6 0.0 0.1
H -1.6278 1.4243 -0.0804 -0.5 -0.2 0.4
H -1.3030 2.2936 1.5111 -0.7 0.0 -0.6
H -1.6105 3.1351 -0.1115 0.1 0.3 0.5
O 3.4345 0.2975 -2.2802 0.0 -0.6 0.1
H 3.4899 -0.3643 -1.5744 0.0 0.2 0.4
H 3.1369 -0.2750 -2.9939 0.0 0.3 -0.4
O -2.4314 -0.7591 -1.8048 0.1 0.8 -0.7
H -1.7067 -0.3598 -2.3052 0.3 -0.4 0.1
H -3.1394 -0.1522 -2.0560 -0.3 -0.2 0.2
O 2.4336 -1.9695 -0.3970 1.2 0.1 -0.5
H 2.0542 -1.9121 0.4810 -0.6 -0.1 -0.2
H 1.8763 -2.4815 -0.9865 -0.4 0.0 0.5
```
Positions in Å, forces in eV/Å.

Output
- Total charge: 0
- SMILES string: CCCNCC(C)C.O.O.O
- E_HOMO: -8.5758 eV
- Maximum force: 0.061 Eh/bohr
- E_tot: -15263.1195 eV